1.
C31H52AuGe2NO5 | the ωB97M-V functional and the def2-TZVPD basis

The geometry in XYZ format:
```
92
Properties=species:S:1:pos:R:3:lowdin_charge:R:1
Au 1.2780 -0.3698 0.9190 1.1720
C 0.0801 -2.2544 -2.6184 -0.0154
C 0.8066 -3.2026 -1.6520 -0.6992
C 1.7601 -4.1027 -2.4454 -0.0646
C -0.2103 -4.0964 -0.9160 -0.0156
O 1.5102 -2.4543 -0.6983 -0.3858
Ge 3.3307 -2.1715 -0.4212 1.0807
O 2.9344 -1.7007 1.4849 -0.4327
C 3.0995 -2.3806 2.7025 -0.7024
C 4.0069 -3.5934 2.4604 -0.0539
C 1.7382 -2.8499 3.2247 -0.0266
C 3.7750 -1.4120 3.6822 -0.0187
O 2.9288 -0.1972 -0.5787 -0.4393
C 3.6313 0.8904 -1.1182 -0.7104
C 2.8117 1.4841 -2.2741 -0.0278
C 3.8799 1.9427 -0.0309 -0.0334
C 4.9767 0.3720 -1.6491 -0.0639
H -0.2674 -2.7969 -3.4939 0.0891
H 0.7603 -1.4641 -2.9303 0.0851
H -0.7755 -1.7998 -2.1276 0.0540
H 1.2112 -4.7554 -3.1182 0.0904
H 2.3350 -4.7157 -1.7533 0.0765
H 2.4445 -3.4863 -3.0274 0.0781
H -0.9107 -4.5320 -1.6251 0.0878
H -0.7530 -3.5052 -0.1831 0.0624
H 0.3101 -4.8957 -0.3941 0.0863
H 3.5140 -4.2899 1.7826 0.0771
H 4.2197 -4.0942 3.4002 0.0915
H 4.9411 -3.2629 2.0086 0.0788
H 1.2833 -3.5235 2.5013 0.0855
H 1.0788 -1.9931 3.3444 0.0532
H 1.8332 -3.3673 4.1761 0.0923
H 4.7638 -1.1483 3.3134 0.0893
H 3.8732 -1.8562 4.6679 0.0921
H 3.1830 -0.5041 3.7515 0.0485
H 1.8069 1.7090 -1.9240 0.0699
H 2.7437 0.7654 -3.0898 0.0806
H 3.2766 2.3935 -2.6455 0.0859
H 2.9410 2.4202 0.2325 0.0581
H 4.5791 2.7004 -0.3729 0.0892
H 4.2904 1.4576 0.8521 0.0850
H 4.8022 -0.4097 -2.3895 0.0710
H 5.5536 -0.0425 -0.8232 0.0803
H 5.5333 1.1839 -2.1096 0.0878
C -5.0558 4.7609 -3.0195 -0.0323
C -4.0481 3.7176 -3.3856 -0.2118
C -3.3793 3.7925 -4.6031 -0.0008
C -2.3742 2.8911 -4.9310 -0.0450
C -2.0370 1.8985 -4.0428 0.0110
C -2.7459 1.7600 -2.8384 -0.1719
N -2.3591 0.7254 -2.0059 0.1988
C -3.1510 -0.1304 -1.3093 -0.1775
C -4.4665 -0.3955 -1.7302 0.0172
C -5.2261 -1.3393 -1.0797 -0.0277
C -4.7024 -2.0572 -0.0081 -0.0106
C -3.4098 -1.8099 0.4186 0.0264
C -2.6260 -0.8492 -0.2078 -0.0442
C -1.2537 -0.5998 0.2890 -0.6194
O -0.8176 -1.2371 1.2689 -0.0479
O -0.5132 0.2468 -0.2973 -0.0834
C -3.7502 2.6865 -2.4885 -0.1418
C -4.4245 2.6447 -1.1518 -0.0157
H -5.2527 5.4195 -3.8594 0.0850
H -4.6842 5.3680 -2.1935 0.0945
H -5.9922 4.3085 -2.6996 0.0901
H -3.6280 4.5767 -5.2989 0.1211
H -1.8612 2.9669 -5.8758 0.1160
H -1.2588 1.1855 -4.2682 0.1230
H -1.3553 0.6379 -1.7950 0.1369
H -4.8402 0.1252 -2.5995 0.1327
H -6.2288 -1.5339 -1.4245 0.1201
H -5.3046 -2.8071 0.4796 0.1217
H -2.9879 -2.3522 1.2498 0.1313
H -3.9158 1.9835 -0.4563 0.0784
H -5.4544 2.3021 -1.2511 0.1009
H -4.4521 3.6402 -0.7159 0.0908
C -1.6680 0.9345 3.5682 -0.2077
Ge 0.1892 1.5533 3.8462 0.8069
C 0.1797 3.5094 4.3106 -0.1964
C 1.1249 0.6297 5.3312 -0.2114
C 1.2491 1.4589 2.1961 -0.2017
H -2.2825 1.1101 4.4463 0.0223
H -1.6798 -0.1270 3.3421 0.0001
H -2.1107 1.4665 2.7297 0.0129
H -0.2896 3.6475 5.2800 0.0216
H -0.3673 4.0854 3.5716 0.0142
H 1.1951 3.8893 4.3618 0.0178
H 0.6574 0.8998 6.2741 0.0216
H 2.1655 0.9447 5.3712 0.0193
H 1.0890 -0.4494 5.2267 0.0024
H 2.2988 1.6360 2.3995 0.0091
H 0.8966 2.1939 1.4807 0.0145
```

Its highest occupied orbital energy (alpha / beta) is -10.61 / -10.62 eV. The total charge is +1. The multiplicity is 2. The largest force on an atom comes out at 1.8 eV/Å.

---

2.
C4H5NO | the ωB97M-V functional and the def2-TZVPD basis

The geometry in XYZ format:
```
11
Properties=species:S:1:pos:R:3:lowdin_charge:R:1
C 0.8257 0.8073 -0.4809 -0.0157
C 0.5388 -0.9287 0.1903 -0.0459
C 0.0879 0.1507 0.9629 -0.3178
O -1.2834 0.2854 1.0044 -0.0723
N -1.7971 -0.6679 0.1440 0.0867
C -0.7907 -1.3165 -0.3428 -0.1677
H 1.7870 1.1916 -0.1490 0.0864
H 0.9571 0.3094 -1.4411 0.0851
H 0.0870 1.6054 -0.6122 0.1042
H 0.5809 0.6800 1.7729 0.1508
H -0.9933 -2.1166 -1.0484 0.1062
```

Its highest occupied orbital energy is -9.04 eV. The largest force on an atom comes out at 0.5 eV/Å.

---

3.
C5H7ClS2 | the ωB97M-V functional and the def2-TZVPD basis

The geometry in XYZ format:
```
15
Properties=species:S:1:pos:R:3:lowdin_charge:R:1
C 1.6141 1.2254 0.7076 0.0091
C 1.0174 0.0686 0.9206 -0.2457
C 0.6900 -0.7941 -0.1868 -0.8551
Cl 1.9882 -1.8444 -0.7005 0.6554
C -0.5148 -1.6996 0.0180 -1.1391
S -0.5697 -3.2498 0.4777 0.6573
S -2.1263 -0.8891 -0.0083 0.8184
C -1.8392 0.7548 -0.6987 -0.4156
H 1.9867 1.5873 -0.2654 0.0849
H 1.8552 1.9840 1.4643 0.0713
H 0.8456 -0.1742 2.0161 0.1489
H 0.4833 -0.1725 -1.0366 0.0732
H -0.8901 1.2367 -0.3387 0.0301
H -2.7701 1.3347 -0.5228 0.0397
H -1.7701 0.6322 -1.8465 0.0672
```

As for the SMILES: C=C[C@@H](Cl)C(=S)SC. Its highest occupied orbital energy is -8.78 eV. The largest force on an atom comes out at 3.4 eV/Å.

---

4.
C9H14 | the ωB97M-V functional and the def2-TZVPD basis

The geometry in XYZ format:
```
23
Properties=species:S:1:pos:R:3:lowdin_charge:R:1
C -2.5663 -0.6688 -1.6771 -0.0573
C -1.9212 -0.7456 -0.3236 -0.2932
C -0.8333 -1.5854 -0.0946 -0.0522
C -0.2329 -1.5655 1.1660 -0.0913
C -0.6405 -0.6219 2.1216 -0.1097
C -1.6465 0.3291 1.8922 -0.0711
C -2.2968 0.1378 0.6716 -0.0710
H -3.2505 0.1542 -1.8717 0.0785
H -2.9693 -1.6934 -1.8336 0.0891
H -1.8282 -0.7480 -2.4780 0.0741
H -0.6072 -2.3576 -0.8201 0.1107
H 0.2738 -2.3853 1.6360 0.0936
H -0.1729 -0.7873 3.0972 0.0966
H -1.7000 1.2703 2.4052 0.0982
H -3.0660 0.8951 0.5454 0.1064
C 3.0000 1.7098 0.0619 -0.1744
C 2.8663 0.9080 -1.2472 -0.1616
H 2.1959 1.4575 0.7656 0.0528
H 3.8506 1.3269 0.6500 0.0599
H 3.0882 2.7776 -0.0019 0.0484
H 3.5263 0.0374 -1.1095 0.0657
H 1.8260 0.6253 -1.4406 0.0508
H 3.1045 1.5298 -2.1148 0.0570
```

As for the SMILES: Cc1ccccc1.CC. Its highest occupied orbital energy is -8.87 eV. The largest force on an atom comes out at 2.9 eV/Å.

---

Q: Among the records above, which one has the highest largest force on an atom?
A: C5H7ClS2

---

Q: Which of these has the lowest largest force on an atom?
A: C4H5NO

---

Q: What is the largest force on an atom in the first record?
A: 1.8 eV/Å

---

Q: Which value of largest force on an atom does entry 1 give?
A: 1.8 eV/Å